{"formula": "C48H38FOP3Se2Zn", "method": "wB97M-V/def2-TZVPD", "homo_energy_ev": -7.7, "lumo_ev": 0.558, "orbital_gap_ev": 8.26, "charge": 0, "elements": ["P", "H", "H", "C", "C", "H", "C", "H", "C", "C", "C", "H", "H", "C", "H", "C", "C", "H", "H", "Zn", "O", "C", "H", "C", "C", "C", "C", "C", "C", "H", "C", "C", "H", "C", "C", "C", "C", "H", "H", "H", "C", "C", "C", "C", "C", "H", "C", "F", "C", "H", "H", "P", "P", "H", "H", "H", "H", "H", "Se", "C", "H", "C", "C", "H", "C", "C", "C", "C", "H", "H", "C", "C", "C", "C", "H", "Se", "C", "C", "H", "H", "C", "H", "C", "H", "C", "H", "H", "H", "C", "C", "C", "H", "H", "H"], "coordinates": [[-1.344982, 1.425269, 1.286601], [1.429449, 0.197859, 3.083334], [3.301043, 3.173834, -2.020547], [0.288197, -5.854066, -0.842883], [-1.207788, -1.537801, 3.858748], [4.243134, 4.442381, -3.929689], [1.453313, -5.104495, -0.834114], [0.525269, 5.705471, -0.161807], [3.964030, 1.280288, -2.764727], [-0.334377, 5.051078, -0.233850], [5.179174, 1.317766, -4.836756], [-6.589352, -0.685420, 0.686741], [0.459446, -4.417195, 3.296793], [-0.934502, 2.390616, 5.750008], [-1.019394, 4.480786, 5.286950], [-0.197099, -3.707451, 3.783386], [-1.316781, 1.974061, 3.033823], [2.447572, -3.372896, -0.070201], [5.481419, 3.257818, -5.705021], [0.349111, 0.149117, -0.153740], [-1.314296, -0.311551, 3.260346], [4.815444, -0.538783, -0.808901], [-2.598125, -1.193771, 5.457451], [0.482570, -3.582047, 0.766944], [3.824749, 2.659604, -2.816388], [-0.835747, -4.043155, 4.964911], [-2.535366, 3.362449, -0.409834], [2.084286, -1.757434, 2.474268], [4.350016, -1.230981, 4.000788], [-2.236909, -3.418943, 6.463595], [5.733964, 0.172094, -0.043221], [-1.003849, 1.086086, 5.273003], [0.203215, -6.725415, -1.479325], [2.215327, -0.547570, 3.154879], [5.048294, 2.699702, -4.884918], [-1.069620, 3.472621, 4.897618], [-1.413325, 5.398515, -1.034064], [-1.393050, 6.319918, -1.602006], [4.727480, -0.473413, -3.735217], [0.498192, 3.579618, 1.079278], [-4.510473, -0.923970, 0.213551], [4.364976, 3.367971, -3.881119], [7.176956, -1.748788, -0.014375], [-4.098165, 1.311464, 1.805770], [4.636790, 0.605236, -3.781530], [4.381008, -2.373311, -1.823470], [3.093847, -2.707585, 2.574847], [-1.012127, 0.600117, -1.274202], [-2.510338, 4.555185, -1.117963], [-3.383761, 2.697053, -0.493489], [5.004836, -3.182424, 3.404364], [3.289679, 0.299489, -1.381392], [0.472154, -1.981725, 1.639058], [-3.352373, 4.823209, -1.743696], [-0.857666, 0.254644, 5.946184], [-1.548428, -4.022717, 1.328899], [-4.671147, -1.790854, -0.414650], [-0.656904, -5.010385, 5.416194], [1.815831, -1.093561, -2.106065], [-3.018952, 0.714431, 1.156490], [7.661806, 0.125762, 0.898599], [1.548628, -3.970938, -0.040657], [-5.376150, 0.798529, 1.648159], [-1.703803, -6.040326, -0.062384], [-0.695804, -4.332486, 0.736672], [6.925127, -0.428478, 0.330655], [-5.585594, -0.308443, 0.837015], [-0.353554, 3.857820, 0.469056], [-2.390462, -0.893694, -0.114336], [5.238807, -1.025395, 4.584306], [5.087534, -1.847511, -1.191404], [-1.241948, 3.263590, 3.533974], [-1.222999, 0.891183, 3.920864], [-3.228200, -0.421025, 0.380895], [-1.312692, 4.105068, 2.857929], [2.513837, 1.606811, 0.158968], [-1.458142, 3.009141, 0.394303], [-0.786029, -5.466410, -0.053427], [-3.933604, 2.181778, 2.430187], [2.997933, -3.664736, 2.080198], [4.223505, -2.438093, 3.332411], [5.699870, 0.793615, -5.628054], [-1.707789, -3.144370, 5.560647], [5.515421, 1.191573, 0.250091], [6.261675, -2.459594, -0.775623], [-0.768662, 2.553598, 6.807090], [6.464607, -3.487412, -1.049698], [-6.211308, 1.267295, 2.153446], [-1.903974, -1.890094, 5.007376], [3.339817, -0.284845, 3.917738], [-0.392637, -2.458160, 3.202770], [3.421633, 0.656264, 4.446358], [8.087179, -2.230626, 0.321699], [2.287003, -5.386738, -1.464641]], "forces_ev_per_a": [[-0.232, 0.555, -0.180], [0.007, 0.026, -0.020], [-0.036, -0.001, -0.031], [-0.036, -0.011, -0.009], [0.213, -0.290, 0.030], [0.036, 0.003, 0.025], [0.014, -0.022, -0.043], [0.010, -0.016, -0.022], [-0.125, 0.015, 0.118], [0.035, 0.027, 0.004], [0.018, -0.118, -0.042], [0.008, -0.032, 0.036], [-0.003, -0.034, 0.036], [-0.002, 0.059, 0.016], [-0.004, -0.005, 0.001], [-0.087, 0.068, 0.013], [0.154, -0.486, -0.004], [0.053, 0.032, -0.036], [-0.022, -0.023, -0.027], [0.984, -0.103, 0.373], [-0.117, 0.032, 0.271], [-0.312, -0.023, 0.024], [0.029, 0.045, -0.007], [-0.045, 0.073, -0.131], [0.011, -0.009, 0.021], [0.088, -0.136, 0.013], [0.055, 0.001, 0.057], [0.140, -0.002, -0.163], [0.108, 0.028, 0.032], [-0.013, 0.011, -0.001], [0.055, -0.026, -0.057], [0.041, -0.173, -0.043], [0.034, -0.021, 0.030], [0.025, 0.059, -0.097], [-0.024, 0.079, 0.028], [0.019, 0.039, 0.029], [0.011, 0.028, -0.016], [-0.013, 0.014, 0.027], [0.041, 0.002, -0.081], [0.019, 0.027, -0.008], [-0.025, -0.019, 0.030], [0.014, 0.001, -0.061], [0.048, -0.120, 0.034], [0.059, -0.071, -0.035], [-0.045, 0.095, 0.048], [-0.053, -0.049, 0.106], [-0.097, 0.019, -0.031], [-0.592, 0.003, -0.468], [-0.064, -0.014, -0.035], [-0.016, 0.013, -0.034], [0.046, -0.014, -0.005], [0.349, -0.060, -0.249], [0.275, -0.099, 0.189], [0.015, -0.013, -0.013], [-0.051, -0.030, 0.002], [-0.006, -0.037, 0.015], [0.014, -0.006, 0.009], [-0.035, -0.004, -0.017], [-0.084, 0.071, 0.378], [0.003, 0.006, -0.007], [-0.066, 0.014, 0.051], [0.012, 0.032, 0.072], [-0.040, 0.037, 0.039], [0.001, 0.005, -0.013], [0.064, 0.032, -0.014], [0.003, 0.026, 0.087], [-0.017, -0.004, -0.011], [-0.085, -0.004, -0.015], [-0.029, 0.067, -0.093], [-0.018, -0.015, 0.005], [-0.026, 0.043, 0.006], [-0.065, -0.063, 0.010], [0.031, 0.304, -0.061], [0.012, -0.010, 0.004], [-0.005, 0.010, -0.002], [-0.369, -0.290, 0.101], [0.061, 0.014, 0.062], [-0.045, 0.021, -0.013], [-0.033, 0.021, -0.009], [0.014, -0.003, -0.008], [0.072, -0.040, -0.004], [0.015, 0.008, 0.012], [-0.005, 0.025, -0.021], [0.008, 0.008, 0.022], [0.024, 0.017, -0.005], [0.006, -0.006, 0.000], [-0.005, 0.016, -0.017], [0.000, 0.015, -0.022], [-0.070, 0.105, 0.018], [-0.074, -0.002, 0.028], [-0.305, 0.205, -0.160], [0.026, 0.007, -0.028], [0.016, 0.039, -0.057], [-0.002, 0.001, 0.014]], "mulliken_charge": [2.572, 0.155, 0.269, -0.629, -0.384, 0.404, -0.822, 0.447, 0.719, -1.152, -0.699, 0.386, 0.448, -0.831, 0.445, -0.385, -0.186, 0.715, 0.374, 0.506, 0.193, 0.855, 0.648, 0.211, -0.416, -0.971, -0.732, 1.330, -0.707, 0.432, -0.643, -1.018, 0.381, -0.439, -0.451, -0.912, -0.582, 0.395, 0.334, 0.820, -0.755, -0.601, -0.489, -0.228, -0.470, 0.349, -0.819, -0.833, -0.672, 0.392, 0.458, 0.544, 1.742, 0.418, 0.634, 0.428, 0.442, 0.449, -0.435, -0.190, 0.419, -0.398, -0.894, 0.420, -0.674, -0.679, -0.532, -0.543, 0.389, 0.391, -0.234, -0.364, 0.138, 0.082, 0.532, -0.476, 0.831, -0.686, 0.484, 0.426, -0.722, 0.387, -0.704, 0.383, -0.741, 0.408, 0.409, 0.422, -0.495, -0.887, 0.134, 0.491, 0.396, 0.444]}